Entry 1:
ORCA calculation (ωB97M-V with the def2-TZVPD basis set) on C3H5NO in the gas phase at a distorted geometry.

Structure (XYZ):
```
10
Properties=species:S:1:pos:R:3
C 0.20 0.29 -0.18
C -1.89 -0.09 -0.04
C 1.61 -0.07 0.07
N -0.38 1.42 -0.19
O -0.70 -0.74 -0.35
H -2.05 0.27 0.95
H -2.79 -0.40 -0.58
H 2.00 0.04 1.18
H 2.19 0.36 -0.67
H 1.81 -1.08 -0.19
```

Relative energy (zero: lowest compared OMol25 entry of this formula, charge and spin) ... 96.6 kcal/mol
Kohn-Sham gap (alpha / beta) ... 9.45 / 8.44 eV
LUMO energy (alpha / beta) ... 0.14 / -0.14 eV

Entry 2:
ORCA calculation (ωB97M-V with the def2-TZVPD basis set) on a molecular structure, C15H14N7O6PtS at a distorted geometry.

Structure (XYZ):
```
44
Properties=species:S:1:pos:R:3
Pt -0.22 0.15 0.24
O -0.85 -2.04 -3.41
C -0.52 -1.48 -2.28
O -1.11 -0.51 -1.81
C 0.64 -2.16 -1.60
C 1.32 -3.22 -2.15
C 2.37 -3.76 -1.42
C 2.71 -3.21 -0.19
C 1.98 -2.13 0.27
N 0.97 -1.63 -0.42
C 2.22 -1.37 1.55
O 3.29 -1.62 2.27
O 1.41 -0.56 1.93
H -1.61 -1.58 -3.82
H 1.04 -3.63 -3.12
H 2.93 -4.61 -1.81
H 3.52 -3.64 0.38
H 3.92 -2.22 1.83
S -2.77 2.14 0.51
C -1.21 1.84 0.36
C 1.02 5.14 -0.25
N 1.60 3.79 -0.42
C 2.94 3.63 -0.73
C 3.47 2.41 -0.82
C 2.67 1.22 -0.62
O 3.11 0.10 -0.69
N 1.28 1.45 -0.33
C 0.87 2.70 -0.23
O -0.38 2.95 0.14
H 1.81 5.86 -0.43
H 0.63 5.26 0.75
H 0.22 5.29 -0.98
H 3.50 4.54 -0.87
H 4.52 2.27 -1.05
N -5.84 -1.78 2.90
C -4.93 -1.23 2.10
N -5.33 -0.57 1.01
N -3.66 -1.37 2.45
C -2.64 -1.02 1.79
N -1.60 -0.82 1.30
H -6.83 -1.71 2.73
H -5.53 -2.28 3.72
H -6.30 -0.47 0.77
H -4.65 -0.11 0.44
```

Multiplicity ... 2
Relative energy (zero: lowest compared OMol25 entry of this formula, charge and spin) ... 12.8 kcal/mol
Total charge ... +2
Kohn-Sham gap (alpha / beta) ... 8.23 / 7.01 eV
LUMO energy (alpha / beta) ... -6.42 / -7.68 eV

Entry 3:
ORCA calculation (ωB97M-V with the def2-TZVPD basis set) on 11 unconnected molecules or ions with the total composition C78H174N10O11 at a distorted geometry.

Structure (XYZ):
```
273
Properties=species:S:1:pos:R:3
C -0.73 5.37 4.79
C 0.32 4.77 3.89
C 0.59 3.38 4.40
O -0.14 4.72 2.49
H -1.17 6.21 4.31
H -0.42 5.80 5.73
H -1.53 4.56 4.91
H 1.22 5.41 3.83
H -0.31 2.78 4.21
H 0.75 3.35 5.51
H 1.40 2.81 3.97
H 0.55 4.51 1.85
C -3.08 -5.18 2.88
C -2.45 -4.91 4.28
C -2.84 -3.53 4.82
O -2.25 -2.48 4.08
C -0.83 -2.31 4.26
N -2.85 -5.90 5.24
H -4.16 -5.12 2.95
H -2.76 -6.18 2.55
H -2.76 -4.52 2.07
H -1.31 -4.96 4.11
H -2.55 -3.55 5.88
H -3.91 -3.46 4.69
H -0.28 -2.92 3.61
H -0.55 -2.36 5.30
H -0.71 -1.31 3.90
H -2.38 -5.78 6.11
H -2.66 -6.86 4.88
C 9.04 0.75 0.68
C 7.77 1.57 1.05
C 6.72 0.77 1.76
O 5.62 1.58 2.13
C 4.57 0.85 2.69
N 8.17 2.76 1.89
H 9.72 1.31 0.03
H 8.73 -0.07 -0.01
H 9.50 0.38 1.59
H 7.35 2.03 0.16
H 7.23 0.20 2.54
H 6.38 -0.01 1.03
H 3.96 1.59 3.26
H 4.93 0.07 3.37
H 3.92 0.40 1.92
H 8.47 2.47 2.82
H 7.42 3.39 1.95
C -0.20 6.12 -2.43
C 0.29 5.84 -1.05
C 1.40 4.78 -1.02
O 1.57 4.45 0.32
C 2.72 3.67 0.64
N 0.81 7.03 -0.37
H -1.01 6.85 -2.39
H -0.55 5.18 -2.90
H 0.64 6.52 -2.98
H -0.59 5.37 -0.54
H 2.33 5.23 -1.41
H 1.11 3.89 -1.66
H 2.81 3.75 1.71
H 3.64 4.03 0.17
H 2.59 2.59 0.40
H 0.11 7.79 -0.26
H 1.13 6.76 0.56
C -3.99 -0.82 -4.17
C -3.01 -0.26 -5.28
C -3.71 0.94 -5.98
C -2.73 1.81 -6.82
C -1.63 2.29 -5.91
C -0.82 1.10 -5.33
N -1.81 0.25 -4.70
O -1.11 -0.84 -4.01
C 0.12 0.30 -6.38
C 0.24 1.52 -4.21
C -2.83 -1.44 -6.24
H -4.33 -0.12 -3.45
H -3.46 -1.63 -3.58
H -4.88 -1.29 -4.70
H -4.53 0.47 -6.60
H -4.23 1.46 -5.17
H -3.25 2.70 -7.25
H -2.26 1.21 -7.59
H -2.12 2.86 -5.14
H -0.93 3.03 -6.38
H 0.79 1.04 -6.83
H 0.66 -0.43 -5.76
H -0.50 -0.13 -7.19
H 0.91 2.21 -4.73
H -0.18 2.02 -3.32
H 0.75 0.56 -3.93
H -2.32 -2.30 -5.78
H -2.19 -1.17 -7.00
H -3.81 -1.73 -6.65
H -1.09 -0.61 -3.05
C 4.26 -0.66 -5.06
C 4.77 0.84 -5.13
C 3.91 1.54 -4.03
C 4.51 2.94 -3.61
C 5.95 2.69 -3.09
C 6.87 2.13 -4.20
N 6.14 0.87 -4.68
O 7.00 0.33 -5.75
C 7.03 3.17 -5.33
C 8.29 1.68 -3.70
C 4.44 1.35 -6.54
H 4.59 -0.92 -4.05
H 4.66 -1.36 -5.78
H 3.19 -0.52 -5.07
H 2.90 1.65 -4.45
H 3.75 0.86 -3.12
H 3.91 3.29 -2.72
H 4.49 3.66 -4.43
H 5.85 1.96 -2.27
H 6.38 3.63 -2.64
H 6.10 3.57 -5.70
H 7.62 4.00 -4.98
H 7.68 2.66 -6.08
H 8.70 2.38 -2.99
H 8.27 0.65 -3.35
H 8.97 1.46 -4.52
H 5.08 0.84 -7.31
H 4.48 2.44 -6.66
H 3.40 1.11 -6.76
H 7.30 -0.54 -5.46
C 5.32 -6.87 4.87
C 5.01 -5.53 4.20
C 5.91 -5.44 2.96
C 5.46 -4.40 1.98
C 3.98 -4.63 1.56
C 3.05 -4.62 2.79
N 3.60 -5.68 3.70
O 2.70 -5.67 4.81
C 2.96 -3.18 3.37
C 1.69 -5.08 2.29
C 5.26 -4.44 5.19
H 4.90 -6.83 5.87
H 6.38 -6.95 4.95
H 4.83 -7.72 4.40
H 6.96 -5.22 3.25
H 5.76 -6.36 2.47
H 6.20 -4.34 1.13
H 5.53 -3.44 2.45
H 3.97 -5.58 1.10
H 3.51 -3.90 0.91
H 3.95 -2.72 3.37
H 2.36 -2.57 2.65
H 2.43 -3.20 4.31
H 0.86 -4.86 2.98
H 1.59 -4.46 1.40
H 1.71 -6.13 1.97
H 4.48 -4.40 5.92
H 5.25 -3.54 4.54
H 6.27 -4.54 5.63
H 2.37 -6.56 4.85
C -5.99 -2.93 2.35
C -6.49 -1.57 2.89
C -7.61 -1.79 3.90
C -7.88 -0.59 4.85
C -6.54 -0.21 5.57
C -5.47 0.12 4.56
N -5.34 -1.03 3.64
O -4.17 -0.84 2.85
C -5.75 1.47 3.83
C -4.12 0.33 5.25
C -6.81 -0.65 1.65
H -5.09 -2.66 1.78
H -6.77 -3.42 1.83
H -5.77 -3.58 3.16
H -8.57 -2.04 3.42
H -7.33 -2.65 4.56
H -8.63 -0.91 5.58
H -8.36 0.29 4.36
H -6.28 -1.05 6.18
H -6.67 0.59 6.26
H -5.08 1.56 2.97
H -6.77 1.49 3.52
H -5.56 2.28 4.56
H -3.73 -0.56 5.70
H -3.49 0.68 4.47
H -4.26 1.09 6.02
H -7.27 -1.26 0.84
H -5.91 -0.24 1.26
H -7.40 0.14 1.93
H -3.52 -1.35 3.38
C 0.84 0.58 1.63
C 0.58 -0.01 0.24
C 0.18 -1.51 0.50
C -1.26 -1.71 1.00
C -2.21 -0.98 0.03
C -1.90 0.52 -0.04
N -0.51 0.74 -0.45
O -0.20 2.11 -0.59
C -2.73 1.02 -1.19
C -2.30 1.30 1.23
C 1.88 -0.09 -0.62
H 1.76 0.21 2.00
H 0.08 0.26 2.31
H 0.86 1.63 1.61
H 0.21 -2.01 -0.48
H 0.85 -1.93 1.21
H -1.47 -1.29 1.98
H -1.51 -2.77 1.07
H -3.25 -1.03 0.41
H -2.10 -1.40 -1.01
H -2.62 2.08 -1.39
H -2.62 0.38 -2.04
H -3.76 0.79 -0.86
H -2.00 0.70 2.11
H -1.77 2.27 1.36
H -3.40 1.42 1.21
H 2.40 0.88 -0.50
H 1.78 -0.30 -1.72
H 2.44 -0.97 -0.20
H -0.29 2.55 0.26
C -3.27 5.14 2.29
C -3.87 6.16 1.32
C -2.94 6.20 0.17
C -3.20 5.13 -0.89
C -4.68 4.96 -1.26
C -5.59 4.78 0.04
N -5.29 5.90 0.90
O -6.11 5.68 2.09
C -7.02 5.11 -0.45
C -5.49 3.40 0.59
C -3.82 7.59 1.88
H -2.43 5.66 2.81
H -2.86 4.25 1.80
H -3.91 4.79 3.08
H -2.99 7.14 -0.36
H -1.96 6.16 0.59
H -2.92 4.17 -0.42
H -2.50 5.20 -1.70
H -4.87 4.17 -1.93
H -5.02 5.84 -1.85
H -7.12 6.12 -0.89
H -7.41 4.33 -1.13
H -7.67 5.04 0.44
H -4.55 3.29 1.13
H -6.31 3.18 1.24
H -5.36 2.69 -0.22
H -4.12 8.32 1.08
H -2.76 7.85 2.09
H -4.38 7.79 2.76
H -6.71 6.46 2.09
C -1.05 -6.70 -2.94
C -0.89 -5.48 -2.03
C -0.07 -5.78 -0.79
C 1.33 -5.98 -1.13
C 1.89 -4.72 -1.83
C 1.10 -4.28 -3.07
N -0.34 -4.27 -2.66
O -1.09 -4.01 -3.82
C 1.47 -2.89 -3.44
C 1.35 -5.13 -4.36
C -2.31 -5.07 -1.65
H -1.76 -7.35 -2.35
H -1.54 -6.44 -3.86
H -0.16 -7.29 -3.17
H -0.31 -5.04 -0.03
H -0.54 -6.68 -0.38
H 1.94 -6.33 -0.30
H 1.43 -6.69 -1.92
H 2.89 -4.90 -2.24
H 2.08 -3.92 -1.09
H 1.07 -2.63 -4.42
H 2.58 -2.79 -3.39
H 1.08 -2.28 -2.62
H 1.27 -6.18 -4.17
H 2.38 -4.96 -4.68
H 0.68 -4.84 -5.14
H -2.85 -5.79 -1.01
H -2.41 -4.14 -1.17
H -2.89 -4.90 -2.54
H -1.61 -3.24 -3.68
```

SMILES ... CC1(C)CCCC(C)(C)N1O.CC1(C)CCCC(C)(C)N1O.CC1(C)CCCC(C)(C)N1O.CC1(C)CCCC(C)(C)N1O.CC1(C)CCCC(C)(C)N1O.CC1(C)CCCC(C)(C)N1O.CC1(C)CCCC(C)(C)N1O.COC[C@H](C)N.COC[C@H](C)N.COC[C@H](C)N.CC(C)O
Kohn-Sham gap ... 8.33 eV
LUMO energy ... 0.36 eV

Entry 4:
ORCA calculation (ωB97M-V with the def2-TZVPD basis set) on 3 unconnected molecules or ions with the total composition C37H61ClF5N2O7 at a distorted geometry.

Structure (XYZ):
```
113
Properties=species:S:1:pos:R:3
C -2.09 -2.59 3.60
O -3.05 -3.68 3.89
C -3.18 -4.47 2.64
C -4.54 -4.01 1.83
C -4.27 -4.28 0.23
C -4.20 -2.89 -0.67
C -5.70 -2.59 -1.30
C -5.85 -1.04 -1.90
C -6.17 -0.08 -0.57
C -5.67 1.47 -0.77
C -4.70 1.96 0.49
C -3.40 2.85 -0.08
C -1.98 2.44 0.64
C -1.30 1.06 0.12
C -2.01 0.40 -1.24
N -1.60 1.07 -2.53
C -0.12 1.15 -2.79
C 0.56 -0.32 -3.23
O 0.59 -0.49 -4.72
N 0.66 -1.84 -4.87
O 1.82 -2.09 -5.14
C 0.72 1.91 -1.59
C 0.42 3.51 -1.54
C 0.96 4.31 -2.89
C 0.58 5.93 -2.69
Cl 0.21 6.74 -4.33
C 0.31 1.09 -0.18
C 1.27 1.46 1.09
F 2.29 2.52 0.81
F 0.59 1.84 2.34
C 2.17 0.10 1.48
C 1.31 -1.05 2.34
C 1.96 -2.46 2.85
C 3.58 -2.69 2.47
C 4.44 -1.55 1.61
C 6.00 -1.85 1.24
F 5.99 -2.45 -0.15
F 6.74 -0.57 1.11
F 6.61 -2.82 2.18
C 3.75 -0.11 1.10
H -2.19 -2.20 2.50
H -2.32 -1.69 4.31
H -0.98 -3.02 3.73
H -2.19 -4.33 2.01
H -3.26 -5.61 2.91
H -4.74 -2.85 1.98
H -5.42 -4.69 2.23
H -3.27 -4.89 0.06
H -5.19 -4.89 -0.20
H -3.44 -3.05 -1.57
H -3.82 -1.97 -0.03
H -6.45 -2.66 -0.39
H -5.95 -3.42 -2.10
H -4.83 -0.80 -2.41
H -6.75 -0.98 -2.67
H -7.33 -0.05 -0.38
H -5.58 -0.61 0.32
H -4.96 1.47 -1.72
H -6.53 2.23 -1.01
H -5.38 2.57 1.23
H -4.24 0.99 0.98
H -3.37 2.90 -1.24
H -3.64 3.96 0.29
H -1.31 3.39 0.63
H -2.25 2.27 1.79
H -1.46 0.24 0.97
H -1.58 -0.71 -1.29
H -3.17 0.29 -1.15
H -1.99 2.02 -2.69
H -2.01 0.46 -3.31
H 0.02 1.83 -3.75
H 0.01 -1.20 -2.70
H 1.68 -0.27 -2.81
H 1.87 1.74 -1.76
H 0.87 4.09 -0.62
H -0.75 3.72 -1.51
H 2.13 4.18 -3.04
H 0.40 3.99 -3.87
H -0.39 5.99 -2.02
H 1.45 6.45 -2.09
H 0.58 -0.04 -0.46
H 0.16 -0.86 2.58
H 1.31 -3.24 3.42
H 4.03 -3.73 2.82
H 4.37 0.70 0.51
O 0.02 -5.36 2.35
C 0.88 -6.24 2.42
O 2.16 -5.98 2.08
C 3.26 -6.87 2.31
C 3.39 -7.87 1.18
C 0.50 -7.64 2.80
H 3.19 -7.35 3.29
H 4.16 -6.25 2.34
H 2.51 -8.51 1.10
H 4.27 -8.51 1.32
H 3.49 -7.36 0.22
H 0.15 -8.17 1.91
H -0.31 -7.60 3.54
H 1.31 -8.20 3.27
O 2.95 8.32 -1.98
C 4.02 8.23 -1.40
O 5.02 7.47 -1.90
C 6.37 7.45 -1.41
C 6.51 6.48 -0.26
C 4.22 8.89 -0.06
H 6.71 8.46 -1.15
H 7.00 7.12 -2.24
H 5.88 6.76 0.59
H 7.55 6.42 0.08
H 6.18 5.48 -0.56
H 3.84 8.23 0.72
H 3.67 9.83 -0.05
H 5.26 9.14 0.15
```

Total charge ... +1
Kohn-Sham gap ... 7.99 eV
LUMO energy ... -3.30 eV

So what do the calculations give for molar mass? Going down the list: 71.1 615.5 1428.3 776.3 g mol⁻¹.
So what do the calculations give for total energy? Going down the list: -247.15330 -1931.79670 -4451.09213 -3041.09466 hartree.